(1)
{"formula": "C5H14N4", "method": "ωB97M-V/def2-TZVPD", "charge": 2, "smiles": "CN=[N+]=C[N+](C)(C)NC", "total_energy_ev": -11347.4833, "relative_energy_kj_mol": 838.0, "elements": ["C", "C", "C", "C", "C", "N", "N", "N", "N", "H", "H", "H", "H", "H", "H", "H", "H", "H", "H", "H", "H", "H", "H"], "xyz": [[1.101, -0.698, -0.286], [0.483, 1.086, -3.407], [-0.670, 1.603, 0.807], [0.695, -1.635, 1.905], [-1.110, -1.145, 0.343], [0.756, -0.144, -1.369], [0.608, 0.066, -2.536], [-0.008, 0.542, 1.568], [0.167, -0.683, 0.909], [1.949, -1.360, -0.072], [-0.192, 1.881, -3.089], [1.487, 1.745, -3.478], [0.204, 0.730, -4.332], [-0.397, 2.627, 1.210], [-0.321, 1.360, -0.172], [-1.837, 1.692, 0.921], [-0.006, -1.788, 2.778], [1.012, -2.421, 1.346], [1.641, -1.382, 2.532], [-2.070, -0.652, 0.692], [-1.231, -1.095, -0.739], [-1.384, -2.132, 0.549], [0.731, 1.029, 2.258]], "lowdin_charge": [0.075, 0.013, -0.057, 0.025, 0.021, 0.148, 0.176, -0.046, -0.312, 0.188, 0.144, 0.211, 0.088, 0.132, 0.040, 0.142, 0.162, 0.068, 0.168, 0.155, 0.111, 0.105, 0.242]}

(2)
{"formula": "C5H14NO", "method": "ωB97M-V/def2-TZVPD", "s2": 0.753, "charge": 0, "spin_multiplicity": 2, "total_energy_ev": -8944.8508, "relative_energy_kj_mol": 314.9, "elements": ["C", "C", "C", "C", "C", "N", "H", "H", "H", "H", "H", "H", "H", "H", "H", "H", "H", "H", "H", "H", "O"], "xyz": [[0.020, -0.010, -2.525], [0.985, -0.721, -1.580], [0.213, -1.734, -0.648], [-0.457, -0.991, 0.461], [0.117, -0.680, 1.603], [-0.379, 0.275, 2.598], [-0.049, 1.049, -2.322], [0.326, -0.168, -3.540], [-1.006, -0.386, -2.606], [1.766, -1.291, -2.080], [1.472, -0.068, -0.853], [-0.585, -2.269, -1.144], [1.008, -2.407, -0.347], [-1.318, -0.395, 0.160], [1.037, -1.178, 1.885], [0.136, 1.147, 2.376], [-1.403, 0.564, 2.543], [-0.184, -0.069, 3.576], [-0.212, 3.754, 1.096], [-0.986, 2.741, 0.255], [-0.502, 2.837, 1.093]], "mulliken_spin": [0.068, 0.042, -0.093, 0.434, 0.432, 0.010, -0.033, -0.004, -0.013, -0.046, 0.052, 0.023, -0.006, 0.050, 0.040, 0.029, 0.020, -0.057, -0.019, 0.017, 0.053]}

(3)
{"formula": "C5H14NO", "method": "ωB97M-V/def2-TZVPD", "charge": 1, "total_energy_ev": -8943.6393, "relative_energy_kj_mol": 35.6, "elements": ["O", "C", "C", "C", "H", "H", "H", "H", "H", "H", "C", "C", "N", "H", "H", "H", "H", "H", "H", "H", "H"], "xyz": [[0.430, -0.150, -0.323], [1.634, -0.118, -0.516], [2.516, -1.319, -0.263], [2.329, 1.125, -1.021], [1.915, -2.167, 0.107], [3.285, -1.077, 0.490], [3.020, -1.625, -1.195], [3.083, 1.465, -0.290], [2.837, 0.918, -1.978], [1.600, 1.938, -1.178], [-2.016, -0.377, 1.738], [-2.519, -0.245, 0.304], [-1.752, 0.816, -0.416], [-0.949, -0.656, 1.760], [-2.596, -1.165, 2.248], [-2.143, 0.568, 2.291], [-2.398, -1.191, -0.259], [-3.590, 0.031, 0.272], [-0.739, 0.580, -0.438], [-2.084, 0.917, -1.396], [-1.863, 1.732, 0.063]], "lowdin_charge": [0.042, -0.403, 0.005, 0.004, 0.097, 0.106, 0.106, 0.107, 0.106, 0.090, -0.075, -0.214, 0.135, 0.075, 0.096, 0.089, 0.136, 0.131, 0.012, 0.179, 0.177]}

(4)
{"formula": "C5H14NO", "method": "ωB97M-V/def2-TZVPD", "charge": 1, "total_energy_ev": -8936.6370, "relative_energy_kj_mol": 711.2, "elements": ["C", "O", "C", "C", "C", "C", "N", "H", "H", "H", "H", "H", "H", "H", "H", "H", "H", "H", "H", "H", "H"], "xyz": [[-1.600, -1.013, -0.871], [-2.854, -0.411, -0.582], [-0.400, 0.054, -0.878], [0.996, -0.682, -0.728], [1.097, -1.470, 0.606], [2.047, 0.413, -0.776], [-0.635, 0.805, 0.258], [-1.372, -1.694, -0.049], [-1.632, -1.441, -1.876], [-2.728, 0.268, 0.088], [-0.408, 0.499, -1.868], [1.165, -1.325, -1.592], [2.120, -1.566, 0.951], [0.634, -2.511, 0.469], [0.572, -0.821, 1.343], [2.112, 1.069, -1.673], [1.931, 1.102, 0.092], [3.112, 0.087, -0.837], [-0.614, 1.817, 0.058], [-2.043, 3.260, 4.139], [-1.501, 3.561, 3.726]], "lowdin_charge": [-0.096, 0.008, -0.286, -0.313, -0.041, -0.071, 0.353, 0.126, 0.156, 0.092, 0.156, 0.154, 0.089, 0.117, 0.089, 0.104, 0.103, 0.115, 0.142, 0.005, -0.004]}

(5)
{"formula": "C5H14NO", "method": "ωB97M-V/def2-TZVPD", "charge": 1, "total_energy_ev": -8942.2061, "relative_energy_kj_mol": 173.9, "elements": ["C", "C", "C", "C", "C", "N", "H", "H", "H", "H", "H", "H", "H", "H", "H", "H", "H", "H", "H", "H", "O"], "xyz": [[-1.646, -0.151, -2.029], [-2.179, -0.284, -0.617], [-1.499, 0.598, 0.446], [-0.036, 0.256, 0.644], [0.515, -1.247, 2.483], [0.236, -1.016, 1.272], [-1.416, 0.891, -2.266], [-0.722, -0.683, -2.251], [-2.401, -0.427, -2.757], [-3.234, 0.005, -0.630], [-2.229, -1.323, -0.268], [-1.602, 1.624, 0.099], [-2.030, 0.414, 1.384], [0.556, 0.370, -0.263], [0.459, 1.034, 1.238], [0.674, -2.248, 2.855], [0.507, -0.473, 3.241], [-0.002, -1.852, 0.732], [5.349, 0.816, -1.445], [5.667, 2.198, -1.029], [5.032, 1.497, -0.839]], "lowdin_charge": [-0.103, -0.266, -0.170, -0.162, 0.200, 0.063, 0.084, 0.071, 0.079, 0.115, 0.103, 0.130, 0.121, 0.142, 0.140, 0.129, 0.135, 0.188, 0.034, 0.038, -0.072]}

(6)
{"formula": "C5H14NO", "method": "ωB97M-V/def2-TZVPD", "charge": 1, "total_energy_ev": -8942.0210, "relative_energy_kj_mol": 191.7, "elements": ["C", "C", "C", "C", "C", "N", "H", "H", "H", "H", "H", "H", "H", "H", "H", "H", "H", "H", "H", "H", "O"], "xyz": [[-0.110, 2.608, 2.046], [0.191, 1.111, 2.190], [1.122, 0.445, 1.187], [0.876, 0.695, -0.312], [-0.749, -0.913, -1.434], [-0.426, 0.106, -0.737], [-0.920, 3.024, 2.661], [0.724, 3.276, 2.230], [-0.356, 2.747, 0.986], [0.558, 0.878, 3.194], [-0.857, 0.776, 2.158], [2.213, 0.492, 1.343], [0.889, -0.620, 1.309], [0.980, 1.741, -0.601], [1.619, 0.156, -0.898], [-1.778, -1.268, -1.518], [0.058, -1.585, -1.635], [-1.264, 0.623, -0.455], [-0.435, -4.287, -2.412], [-1.413, -3.308, -3.106], [-0.692, -3.343, -2.473]], "lowdin_charge": [-0.105, -0.255, -0.174, -0.119, 0.171, 0.060, 0.087, 0.074, 0.056, 0.117, 0.106, 0.134, 0.114, 0.133, 0.129, 0.136, 0.097, 0.173, 0.083, 0.055, -0.073]}

(7)
{"formula": "C5H14NO", "method": "ωB97M-V/def2-TZVPD", "charge": 1, "total_energy_ev": -8941.5710, "relative_energy_kj_mol": 235.1, "elements": ["C", "C", "C", "C", "C", "N", "H", "H", "H", "H", "H", "H", "H", "H", "H", "H", "H", "H", "H", "H", "O"], "xyz": [[-0.867, -2.517, -0.564], [-1.050, -1.750, 0.729], [-1.542, -0.346, 0.439], [-0.482, 0.468, -0.174], [-0.217, 1.766, 0.233], [0.787, 2.549, -0.515], [0.001, -2.342, -1.145], [-1.239, -3.657, -0.378], [-1.690, -2.351, -1.180], [-1.711, -2.284, 1.367], [-0.127, -1.763, 1.279], [-2.246, -0.378, -0.473], [-2.067, 0.090, 1.253], [0.116, -0.046, -0.829], [-0.660, 2.269, 1.111], [1.250, 3.182, 0.167], [1.579, 1.927, -0.974], [0.426, 3.043, -1.362], [3.998, 0.870, 0.341], [2.677, 0.202, 0.437], [3.062, 1.068, 0.239]], "lowdin_charge": [-0.109, -0.253, -0.199, -0.064, -0.065, 0.135, 0.056, 0.145, 0.038, 0.102, 0.105, 0.161, 0.111, 0.089, 0.138, 0.172, 0.182, 0.181, 0.067, 0.056, -0.048]}

(8)
{"formula": "C5H14NO", "method": "ωB97M-V/def2-TZVPD", "s2": 0.753, "charge": 2, "spin_multiplicity": 2, "total_energy_ev": -8929.3531, "relative_energy_kj_mol": 104.6, "elements": ["C", "C", "C", "C", "C", "N", "H", "H", "H", "H", "H", "H", "H", "H", "H", "H", "H", "H", "H", "H", "O"], "xyz": [[-0.444, -0.309, -1.582], [0.491, 0.302, -0.514], [1.304, -0.603, 0.446], [0.852, -1.617, 1.262], [2.649, -0.125, 0.752], [-1.723, -0.609, -0.746], [-0.805, 0.430, -2.311], [-0.175, -1.292, -2.030], [-0.003, 1.069, 0.090], [1.315, 0.832, -0.997], [-0.129, -2.009, 1.444], [1.550, -2.151, 1.938], [3.254, -0.219, -0.199], [2.737, 0.964, 0.880], [3.150, -0.620, 1.568], [-2.283, 0.273, -0.626], [-2.475, -1.092, -1.256], [-1.445, -1.121, 0.081], [-2.933, 2.772, 1.266], [-2.282, 2.919, -0.018], [-2.606, 2.208, 0.552]], "mulliken_spin": [0.008, 0.034, 0.270, 0.458, 0.040, 0.002, 0.000, 0.000, 0.037, 0.001, 0.036, 0.009, 0.077, 0.028, -0.001, -0.001, 0.000, 0.002, 0.000, 0.000, 0.000]}

(9)
{"formula": "C5H14NO2", "method": "ωB97M-V/def2-TZVPD", "charge": -1, "total_energy_ev": -10997.0016, "relative_energy_kj_mol": 58.3, "elements": ["C", "N", "C", "C", "C", "O", "C", "H", "H", "H", "H", "H", "H", "H", "H", "H", "H", "H", "H", "H", "H", "O"], "xyz": [[-0.632, -0.235, -3.158], [0.064, 0.711, -2.296], [-0.447, 0.785, -0.894], [-0.361, -0.536, -0.151], [-0.993, -0.500, 1.304], [-0.373, -1.354, 2.163], [0.348, 1.898, -0.217], [-1.585, 0.110, -3.584], [-0.841, -1.163, -2.644], [-0.030, -0.509, -4.035], [-0.083, 1.611, -2.717], [-1.508, 1.070, -0.944], [-0.917, -1.309, -0.676], [0.690, -0.807, -0.011], [-0.915, 0.555, 1.639], [-2.065, -0.764, 1.153], [-0.135, 2.242, 0.698], [0.485, 2.760, -0.880], [1.324, 1.493, 0.078], [1.061, -0.922, 2.949], [2.343, -0.746, 2.186], [2.046, -0.808, 3.097]], "lowdin_charge": [-0.159, -0.101, -0.437, -0.168, -0.465, -0.350, -0.075, 0.066, 0.054, 0.065, 0.077, 0.132, 0.080, 0.107, 0.074, 0.082, 0.061, 0.063, 0.083, -0.020, -0.012, -0.156]}

(10)
{"formula": "C5H14NO2", "method": "ωB97M-V/def2-TZVPD", "charge": -1, "total_energy_ev": -10994.9983, "relative_energy_kj_mol": 251.6, "elements": ["C", "O", "C", "C", "C", "C", "N", "H", "H", "H", "H", "H", "H", "H", "H", "H", "H", "H", "H", "H", "H", "O"], "xyz": [[-0.611, -0.237, -1.750], [-0.843, -0.292, -3.039], [-0.921, 1.288, -1.213], [-0.520, 1.596, 0.249], [0.994, 1.176, 0.407], [1.490, -1.069, 1.158], [1.139, 0.277, 1.581], [-1.208, -0.891, -1.148], [0.541, -0.487, -1.507], [-1.911, 1.522, -1.404], [-0.505, 1.857, -2.025], [-0.612, 2.630, 0.440], [-1.181, 1.030, 0.944], [1.595, 2.016, 0.422], [1.265, 0.680, -0.497], [2.562, -1.098, 0.969], [0.702, -1.502, 0.428], [1.449, -1.848, 1.962], [0.232, 0.240, 1.986], [-1.138, -1.590, 1.041], [-1.354, -2.753, 0.047], [-1.166, -2.547, 0.948]], "lowdin_charge": [-0.536, -0.351, -0.189, -0.174, -0.225, -0.178, -0.122, 0.041, 0.093, 0.053, 0.083, 0.064, 0.099, 0.069, 0.058, 0.069, 0.069, 0.072, 0.047, 0.009, 0.021, -0.070]}